Entry from OMol25: a cluster of 2 separate species, C4H8BrNO in total at a distorted geometry (the ωB97M-V functional and the def2-TZVPD basis).

Computed properties:
Frontier orbital gap = 10.65 eV
LUMO energy = 0.746 eV
Relative energy (zero: lowest compared OMol25 entry of this formula, charge and spin) = 67.6 kJ/mol
SMILES = C=C(C)C(N)=O.Br
Calculated total energy = -77857.3059 eV

Element x y z (Å)
Br 3.18575 -0.78273 -0.10293
O 0.27234 -1.80358 -0.24996
N -1.60823 -1.22164 0.79528
C 0.14641 1.23298 1.15881
C 0.03751 0.96902 -1.32794
C -0.10548 0.53229 0.10241
C -0.46741 -0.91110 0.13271
H 0.94695 0.44492 -1.80483
H 2.01436 -1.36594 -0.54037
H -0.01183 0.81062 2.21694
H -0.79654 0.68511 -1.96022
H -2.39223 -0.73758 1.22343
H 0.05377 2.07790 -1.49794
H -1.83252 -2.15421 0.66557
H 0.55717 2.22394 1.18902

Entry from OMol25: an isolated molecule of C5H9NO (the ωB97M-V functional and the def2-TZVPD basis).

Computed properties:
Frontier orbital gap = 10.24 eV
LUMO energy = 0.924 eV
Relative energy (zero: lowest compared OMol25 entry of this formula, charge and spin) = 95.2 kJ/mol
SMILES = C[C@H]1CN(C)C1=O
Calculated total energy = -8868.2258 eV

Element x y z (Å)
O -0.78997 -0.75215 2.01387
N 0.09001 -1.08632 -0.14085
C 1.28377 -1.87617 0.03354
C -0.47163 1.99479 0.40614
C -0.64845 -0.47722 0.84690
C -0.17235 -0.04887 -1.14102
C -1.05300 0.67525 -0.09175
H 0.58319 1.85963 0.67414
H -0.52425 2.78031 -0.35606
H -0.68353 -0.41859 -2.03821
H 1.53590 -2.39049 -0.90081
H -2.11972 0.75098 -0.32453
H 0.71877 0.52113 -1.43614
H -1.00529 2.34213 1.29425
H 2.14213 -1.25255 0.33774
H 1.11443 -2.62186 0.82278

Entry from OMol25: an isolated molecule of C4H12OSi at a distorted geometry (the ωB97M-V functional and the def2-TZVPD basis).

Computed properties:
Frontier orbital gap = 10.62 eV
LUMO energy = 0.860 eV
Relative energy (zero: lowest compared OMol25 entry of this formula, charge and spin) = 346.6 kJ/mol
SMILES = C[C@H](O)[SiH](C)C
Calculated total energy = -14266.1457 eV

Element x y z (Å)
Si -0.86149 -0.21471 -0.33173
O 1.02736 0.91962 1.02615
C -0.94265 -1.49771 1.05691
C -2.09694 1.28806 -0.22128
C 0.89336 0.39770 -0.27249
C 2.13184 -0.44415 -0.54391
H 2.15995 -1.36360 0.12591
H -1.92879 -1.64598 1.33454
H -0.79048 -2.43436 0.36639
H -1.76114 2.10909 0.46046
H -0.73198 -0.37435 -1.78103
H -1.74836 1.66960 -1.12728
H -0.24044 -1.47065 1.87658
H 1.80039 1.37821 1.14100
H 2.22507 -0.90037 -1.61552
H 0.92927 1.26662 -0.87397
H 3.08531 0.09449 -0.52431
H -3.15029 1.22247 -0.09641

Entry from OMol25: a structure of composition C13H20FO3P2PdS at a distorted geometry (the ωB97M-V functional and the def2-TZVPD basis).

Computed properties:
Frontier orbital gap = 3.41 eV
LUMO energy = -7.315 eV
Charge = +1
Calculated total energy = -55546.5914 eV

Element x y z (Å)
Pd 3.52118 0.79154 -0.12761
S -4.72716 0.19177 -0.19046
P -3.05868 0.99744 0.28315
P -1.05634 -0.35848 -0.36144
F -1.53393 -4.06801 1.05855
O -0.26989 2.38237 -0.04242
O 0.36071 -0.89559 -1.04849
O -1.94510 -0.78179 -1.74415
C -1.13615 -0.88413 -2.89395
C 2.22263 1.96444 2.39558
C -2.61962 -3.61578 -0.97877
C 0.44967 1.67776 0.66841
C 3.90699 3.15290 0.49478
C 4.32813 2.96322 1.80926
C 3.47944 2.39666 2.76169
C -0.05728 0.32640 1.08699
C 2.61417 2.76030 0.11263
C -1.52555 -3.18946 -0.03418
C 1.78605 2.12360 1.07096
C 0.24355 -1.29901 -2.40121
C -1.69344 -1.82646 0.64151
H 0.77607 -0.34232 1.28926
H -0.90432 0.99996 -0.98016
H -2.49728 -3.14925 -1.94988
H 1.56613 1.51499 3.12695
H 3.82595 2.28007 3.77663
H -0.67226 0.42287 1.98209
H -3.59967 -3.35945 -0.58447
H 5.31894 3.27496 2.10271
H -1.53427 -1.63806 -3.56840
H 2.24986 2.93837 -0.88878
H -2.73590 -1.72792 0.93936
H -2.85931 1.10631 1.66468
H -2.55071 -4.69100 -1.12345
H 4.55777 3.62999 -0.22111
H -1.10243 -1.83683 1.55353
H 1.04974 -0.86677 -2.98765
H 0.34761 -2.38264 -2.46351
H -0.54211 -3.29405 -0.49063
H -1.11104 0.06193 -3.44031
H -2.87216 2.24916 -0.29766

Entry from OMol25: a cluster of 2 separate species, CH2F2O2P in total at a distorted geometry (the ωB97M-V functional and the def2-TZVPD basis).

Computed properties:
Frontier orbital gap = 8.53 eV
LUMO energy = 3.174 eV
Relative energy (zero: lowest compared OMol25 entry of this formula, charge and spin) = 281.7 kJ/mol
Charge = -1
Calculated total energy = -19889.7441 eV

Element x y z (Å)
P -0.04488 1.25976 0.20752
F -1.66330 -0.90307 0.17255
F 1.02666 -1.87839 -1.45667
O -0.72392 2.22109 -0.69717
O 1.35821 1.51259 0.64900
C -0.30146 -0.56293 0.34372
H 0.45496 -0.96366 -0.59464
H -0.10629 -0.68538 1.37569

Entry from OMol25: an isolated molecule of FHS2 at a distorted geometry (the ωB97M-V functional and the def2-TZVPD basis).

Computed properties:
Frontier orbital gap = 8.82 eV
LUMO energy = -0.603 eV
Relative energy (zero: lowest compared OMol25 entry of this formula, charge and spin) = 0.0 kJ/mol
SMILES = FSS
Calculated total energy = -24403.0737 eV

Element x y z (Å)
S 0.52024 0.97783 0.22474
S -0.59882 -0.67494 -0.84356
F -0.44985 1.11044 1.50707
H 0.52842 -1.41334 -0.88825